[1]
ORCA calculation (the ωB97M-V functional and the def2-TZVPD basis) on 3 unconnected molecules or ions with the total composition C16H22ClF16N5O3P at a distorted geometry.

Cartesian coordinates (Å):
C (-1.02868, 0.22857, 4.78237)
C (0.19593, 0.12402, 3.83005)
C (1.46712, -0.51749, 4.51462)
C (2.25547, -1.27989, 3.40553)
N (2.13292, -2.73962, 3.45366)
N (3.17493, -3.47740, 2.99456)
C (2.78518, -4.75938, 3.11421)
N (3.61761, -5.80248, 2.71197)
N (1.57271, -4.86025, 3.63591)
C (1.16382, -3.56870, 3.82307)
N (-0.03147, -3.21166, 4.29786)
P (-1.21660, -4.48703, 4.70483)
O (-1.39511, -5.30961, 3.27734)
Cl (-0.37079, -5.76421, 6.11355)
H (-1.22819, -0.68639, 5.37377)
H (-0.79563, 1.01872, 5.52169)
H (-1.93635, 0.47919, 4.20633)
H (0.42543, 1.12564, 3.43449)
H (-0.07569, -0.49235, 2.94511)
H (2.09375, 0.34272, 4.80751)
H (1.19806, -1.13302, 5.38620)
H (2.03519, -0.86274, 2.40285)
H (3.33055, -1.05312, 3.56810)
H (4.02510, -3.04705, 2.65949)
H (3.07467, -6.34368, 2.03201)
H (4.35381, -5.37318, 2.14802)
H (-0.36298, -2.26180, 4.41453)
H (-1.07005, -6.22066, 3.39103)
C (0.69757, 2.58601, -1.96936)
C (0.24260, 1.67087, -0.81743)
C (-0.78823, 2.26930, 0.13829)
F (-0.33224, 3.37006, 0.76641)
F (-1.09030, 1.36347, 1.10885)
F (1.33259, 1.22559, -0.14110)
F (-0.32907, 0.56362, -1.37295)
O (1.92690, 3.28232, -1.79007)
C (1.91343, 4.48420, -1.09532)
C (2.70747, 4.40614, 0.21043)
F (2.21990, 3.44394, 1.02787)
F (2.62508, 5.57822, 0.87707)
F (0.64773, 4.90105, -0.90725)
F (2.49883, 5.39588, -1.89837)
H (0.89250, 1.92865, -2.81729)
H (-0.09630, 3.24910, -2.30916)
H (-1.71241, 2.52341, -0.38782)
H (3.75788, 4.18623, 0.00936)
C (-3.79413, 1.14119, -6.05676)
C (-3.44346, 2.06932, -4.87719)
C (-2.06411, 2.73091, -4.92439)
F (-1.05940, 1.83295, -4.92342)
F (-1.87819, 3.50566, -3.82426)
F (-3.61158, 1.39577, -3.71610)
F (-4.36762, 3.06955, -4.87197)
O (-3.60625, -0.25873, -5.84767)
C (-2.33419, -0.78333, -6.05131)
C (-1.72199, -1.32479, -4.75571)
F (-1.64530, -0.36294, -3.80986)
F (-0.46509, -1.77268, -4.98184)
F (-1.54561, 0.12503, -6.65554)
F (-2.47098, -1.80309, -6.92342)
H (-4.86897, 1.24388, -6.20751)
H (-3.34759, 1.47384, -6.99372)
H (-1.96076, 3.36839, -5.80670)
H (-2.31937, -2.14614, -4.35543)

Cartesian forces (eV/Å) of the 2 atoms listed first:
0.5597 0.3937 -0.0777
-0.5640 -0.8921 0.4188

Properties
Total charge: +1
Multiplicity: 1

The natural (NBO) scheme yields these atomic charges, measured in e: -0.6187 -0.4129 -0.4359 -0.2339 -0.1709 -0.3731 0.5820 -0.7500 -0.5083 0.6004 -0.9054 1.2578 -0.9632 -0.2775 0.1856 0.2256 0.2367 0.2402 0.1912 0.2456 0.2229 0.2365 0.2204 0.4461 0.4079 0.3772 0.4576 0.5136 -0.1493 0.5962 0.5145 -0.3168 -0.3391 -0.3267 -0.3223 -0.5075 0.8461 0.5017 -0.3283 -0.3155 -0.3154 -0.3131 0.2368 0.2275 0.1568 0.1533 -0.1422 0.5951 0.5169 -0.3235 -0.3349 -0.3136 -0.3204 -0.5038 0.8459 0.5011 -0.3219 -0.3218 -0.3180 -0.3135 0.2364 0.2142 0.1527 0.1547



[2]
ORCA calculation (the ωB97M-V functional and the def2-TZVPD basis) on a gas-phase ion, C16H22ClN2 (charge +1) at a distorted geometry.

Cartesian coordinates (Å):
Cl (-3.90222, 0.42877, -4.64052)
C (-3.03440, 0.69201, -3.19419)
C (-3.51696, 0.17854, -1.98616)
C (-2.79233, 0.36130, -0.79143)
C (-1.46157, 0.86091, -0.85033)
C (-0.47284, 0.70847, 0.31266)
C (0.51706, 1.92016, 0.49610)
C (0.63531, 2.17707, 2.01800)
C (-0.42569, 1.29676, 2.62480)
C (-1.12171, 0.58775, 1.68613)
C (-1.09772, 1.57400, -2.00535)
C (-1.82765, 1.39606, -3.19744)
H (-4.46631, -0.34193, -1.96502)
H (-3.23993, 0.02466, 0.14141)
H (1.49933, 1.74697, -0.00616)
H (0.04223, 2.83666, 0.08821)
H (1.62390, 1.89701, 2.39248)
H (0.50062, 3.23946, 2.28234)
H (-0.62386, 1.25911, 3.69596)
H (-2.13274, 0.14922, 1.85703)
H (-0.21587, 2.20139, -2.03153)
H (-1.47886, 1.82176, -4.12681)
N (3.05924, 0.64969, -0.06837)
C (2.94624, -0.75326, 0.35471)
C (1.55987, -1.05030, 0.91352)
C (1.37801, -2.55440, 1.25437)
C (0.00961, -2.90226, 0.69472)
C (-0.29354, -1.92531, -0.42463)
N (0.40889, -0.63843, -0.04149)
H (3.56621, 1.17211, 0.65894)
H (3.52348, 0.75033, -0.96813)
H (3.28490, -1.43015, -0.45432)
H (3.64311, -0.92156, 1.18004)
H (1.41823, -0.47238, 1.83704)
H (2.18905, -3.22885, 0.91165)
H (1.38154, -2.62622, 2.32866)
H (-0.07975, -3.93899, 0.35512)
H (-0.71180, -2.77632, 1.50923)
H (0.17039, -2.30753, -1.35577)
H (-1.35465, -1.75342, -0.59699)
H (0.89317, -0.30887, -0.88847)

Cartesian forces (eV/Å) of the 2 atoms listed first:
-0.1415 -0.0165 -0.3088
0.8168 -0.2111 1.0411

Properties
Total charge: +1
Multiplicity: 1
SMILES: NC[C@@H]1CCC[N@H+]1[C@@]1(c2ccc(Cl)cc2)C=CCC1
Energy above the lowest of the compared OMol25 structures with the same formula, charge and spin in kJ/mol: 0.0

The natural (NBO) scheme yields these atomic charges, measured in e: 0.0642 -0.0504 -0.2088 -0.2234 -0.0038 0.1470 -0.4812 -0.4551 -0.1000 -0.2865 -0.2275 -0.2052 0.2401 0.2249 0.2836 0.2395 0.2100 0.2470 0.2337 0.2387 0.2287 0.2388 -0.8691 -0.2479 -0.0431 -0.4225 -0.4239 -0.2230 -0.4045 0.3861 0.3903 0.2119 0.2195 0.2325 0.2297 0.2372 0.2470 0.2218 0.2210 0.2488 0.4340



no.,HOMO energy (Ha)
1,-0.4554
2,-0.4373